ORCA calculation (ωB97M-V/def2-TZVPD) on one molecule with the formula C24H36O2.

Geometry as XYZ:
```
62
Properties=species:S:1:pos:R:3
C -0.52977 2.91612 0.73146
C -1.60741 2.48471 -0.45184
C -2.60070 1.72839 0.52510
C -3.45415 0.93748 0.09053
C -3.42515 0.35382 -1.62793
C -4.52246 -0.57488 -1.91967
C -4.66120 -1.83631 -1.62050
C -3.38602 -2.82143 -0.91021
C -3.87191 -3.43580 0.17667
C -3.64490 -3.07778 1.34087
C -2.44888 -2.39179 1.96354
C -1.10311 -2.94283 1.49452
C -0.08876 -2.35707 1.05048
C -0.16236 -0.94974 0.27452
C 0.20680 -1.18760 -1.13967
C 0.91468 -0.64855 -2.04194
C 1.74452 0.71329 -1.45234
C 3.23009 0.64617 -2.03321
C 4.19202 -0.16063 -1.18038
C 3.85208 -1.17261 -0.14396
C 4.31242 -0.57321 1.08285
C 3.59861 0.93877 1.39273
O 2.52422 0.70899 1.64603
O 4.56910 1.87833 1.54967
C 3.93302 3.13811 1.71542
C 3.67209 3.65517 0.30326
H 0.11304 3.44463 0.06044
H -1.02364 3.43883 1.36935
H -0.00397 2.13189 1.13802
H -1.15499 1.71351 -1.10383
H -2.07188 3.17266 -0.74609
H -2.86081 1.83568 1.81334
H -4.21448 0.19227 0.59053
H -3.55845 1.34227 -2.19648
H -2.43956 -0.03739 -1.71092
H -5.50845 -0.17548 -2.05515
H -5.64203 -2.40164 -1.77085
H -3.31455 -3.56583 -1.79341
H -2.76790 -1.97346 -0.64541
H -4.83273 -4.11919 0.01891
H -4.02069 -3.87298 2.23584
H -2.50507 -2.24846 2.90415
H -2.40735 -1.34621 1.48947
H -1.19466 -3.84746 2.04121
H 0.65364 -2.95112 0.81675
H 0.85133 -0.52167 0.68154
H -1.16637 -0.55332 0.35411
H -0.30751 -1.96280 -1.65236
H 1.12991 -0.67613 -3.00791
H 1.48479 0.95104 -0.37224
H 1.39831 1.60959 -1.83387
H 3.63061 1.20442 -2.64359
H 5.13072 -0.13856 -1.67425
H 2.79515 -1.24723 0.07878
H 4.39892 -2.22444 -0.63068
H 5.45294 -0.36880 0.84089
H 4.16294 -1.21305 2.16577
H 4.77837 3.73490 2.17075
H 3.13265 2.82771 2.36358
H 3.30273 4.78995 0.38921
H 2.84820 3.14512 -0.15017
H 4.48797 3.94162 -0.35143
```

Relative energy (zero: lowest compared OMol25 entry of this formula, charge and spin): 402.5 kcal per mole
Net charge: 0
HOMO energy: -8.4 eV
2S+1: 1
Orbital gap: 9.21 eV
LUMO: 0.7601 eV
Calculated total energy: -29547.251 eV

Atomic partial charges in e from the Löwdin method, atoms 1 to 5: C -0.040; C -0.087; C -0.203; C -0.110; C -0.122


ORCA calculation (ωB97M-V/def2-TZVPD) on one molecule with the formula C3H3NO3S.

Geometry as XYZ:
```
11
Properties=species:S:1:pos:R:3
O 1.14708 -2.48555 -0.46843
C 0.44903 -1.15381 -0.09847
C 0.26952 -0.66168 1.26916
N -0.11387 0.54504 1.39373
C -0.24627 1.24436 0.27321
S -0.11255 0.08317 -1.19512
O -1.50155 -0.31814 -1.40692
O 0.69782 0.52201 -2.28465
H 0.24689 -1.39819 2.11218
H -1.24474 1.50231 0.21570
H 0.40863 2.12048 0.18960
```

Relative energy (zero: lowest compared OMol25 entry of this formula, charge and spin): 140.3 kcal per mole
Net charge: 0
HOMO energy: -10.5 eV
2S+1: 1
Orbital gap: 7.74 eV
LUMO: -2.8091 eV
Calculated total energy: -21621.804 eV

Atomic partial charges in e from the Löwdin method, atoms 1 to 5: O -0.083; C -0.180; C -0.102; N 0.051; C -0.259


ORCA calculation (ωB97M-V/def2-TZVPD) on one molecule with the formula C6H10O3.

Geometry as XYZ:
```
19
Properties=species:S:1:pos:R:3
C -0.09248 -0.16510 1.16151
C -1.53807 -1.20097 -1.02007
C 0.62928 1.96650 -0.50785
C -1.18495 0.06841 -0.25241
C 0.34198 0.50999 -0.41616
C 1.30278 -0.38182 0.15857
O -0.37792 -1.39528 1.75293
O 2.54258 0.13819 0.52516
O -2.02878 0.99829 -0.17818
H -1.31457 -1.61397 1.63116
H 3.18383 -0.57924 0.62727
H 0.06610 0.62464 1.88894
H 1.26807 -1.44334 -0.06572
H -0.89256 -2.06305 -0.83154
H -1.46748 -0.97811 -2.08476
H -2.57114 -1.49528 -0.80958
H -0.23785 2.49598 -0.90802
H 0.86208 2.40166 0.47052
H 1.50911 2.11250 -1.14178
```

Relative energy (zero: lowest compared OMol25 entry of this formula, charge and spin): 102.5 kcal per mole
Net charge: 0
HOMO energy: -8.0 eV
2S+1: 1
Orbital gap: 8.42 eV
LUMO: 0.4115 eV
Calculated total energy: -12522.329 eV

Atomic partial charges in e from the Löwdin method, atoms 1 to 5: C -0.143; C -0.008; C -0.006; C -0.539; C -0.162


ORCA calculation (ωB97M-V/def2-TZVPD) on a 2-piece molecular cluster, C7H18N2P overall.

Geometry as XYZ:
```
28
Properties=species:S:1:pos:R:3
C 0.84374 -0.45747 -2.64402
C -0.39449 -1.11524 -1.89924
C 0.29201 1.70172 -1.71224
C -1.06036 1.12760 -1.48428
C -0.19325 1.29684 2.36790
C 1.58879 -0.66407 1.93782
C -1.30060 -1.59911 2.19564
N 1.29121 0.74579 -2.02038
N -1.32761 -0.13913 -1.70407
P -0.13043 -0.33423 1.32555
H 1.67093 -1.16923 -2.71526
H 0.56178 -0.17245 -3.66395
H -1.01741 -1.96206 -2.33106
H -0.00770 -1.37666 -0.81033
H 0.20287 2.46842 -2.45470
H 0.73747 2.17554 -0.78305
H -1.92095 1.72488 -1.39347
H 0.64242 1.95656 2.25396
H -0.35414 0.89531 3.44565
H -1.00192 1.99638 2.23412
H 1.91098 -1.77447 1.87408
H 1.64174 -0.22384 2.88855
H 2.15661 -0.11023 1.15495
H -1.20347 -1.52750 3.29127
H -1.12610 -2.61301 1.88606
H -2.27494 -1.34221 1.87359
H 2.06074 0.75402 -1.26725
H -2.28792 -0.26215 -1.84584
```

Relative energy (zero: lowest compared OMol25 entry of this formula, charge and spin): 9.5 kcal per mole
Net charge: +1
HOMO energy: -12.0 eV
2S+1: 1
Orbital gap: 7.84 eV
LUMO: -4.1171 eV
Calculated total energy: -19811.372 eV

Atomic partial charges in e from the Löwdin method, atoms 1 to 5: C -0.161; C -0.180; C -0.191; C 0.026; C -0.276


ORCA calculation (ωB97M-V/def2-TZVPD) on C25H37GeN6OS5Ta as an isolated structure.

Geometry as XYZ:
```
76
Properties=species:S:1:pos:R:3
Ta 0.61416 -1.87869 0.68353
C -2.18990 0.12763 0.31565
N -1.82392 -1.27322 0.08173
C -1.69887 -1.56132 -1.36216
C -0.72233 -0.62151 -2.02345
N 0.68360 -0.94505 -1.68715
C 1.52750 0.29547 -1.83985
C 1.25065 -1.88939 -2.67075
C 1.10853 -1.68222 -4.04101
C 1.69971 -2.53816 -4.95340
C 2.46126 -3.60699 -4.49238
C 2.62689 -3.79869 -3.13569
C 2.02724 -2.94032 -2.20748
S 2.25133 -3.21721 -0.49904
C -2.82067 -2.17254 0.64765
C -4.16655 -1.82229 0.69102
C -5.10921 -2.68810 1.22471
C -4.70395 -3.92026 1.71883
C -3.36719 -4.27283 1.66935
C -2.41443 -3.41019 1.12630
S -0.72470 -3.84949 1.13783
H -2.93392 0.48536 -0.40940
H -1.31556 0.76466 0.26168
H -2.60295 0.22053 1.31702
H -2.67273 -1.48646 -1.86623
H -1.35660 -2.59467 -1.46215
H -0.90242 0.40423 -1.71942
H -0.90498 -0.65481 -3.09709
H 1.49861 0.56848 -2.90152
H 2.55077 -0.01320 -1.62615
H 1.99758 1.86525 -0.45769
H 0.54096 -0.83893 -4.41506
H 1.56852 -2.36994 -6.01417
H 2.92449 -4.28922 -5.19381
H 3.22139 -4.62351 -2.76302
H -4.49532 -0.87054 0.29552
H -6.15131 -2.39731 1.25341
H -5.42590 -4.60074 2.15234
H -3.03083 -5.22100 2.06938
C -0.01654 3.79915 4.59435
C -0.33018 2.35126 4.60472
N -0.60999 1.64481 5.64573
N -0.80625 0.38913 5.14901
C -0.67093 0.28356 3.81410
S -0.87111 -1.16092 2.99015
N -0.36773 1.57100 3.46181
N -0.11906 1.99657 2.16836
H -0.07904 4.17426 5.61225
H -0.71945 4.35446 3.97104
H 0.98959 3.97772 4.21142
H -0.99713 -0.38328 5.76252
H 0.87158 2.16938 2.04775
H -0.66027 2.82838 1.96915
C 4.99038 -0.03765 2.42614
O 4.24687 -1.23124 2.68882
C 2.97104 -1.28181 2.32444
S 2.15037 -2.73467 2.49501
S 2.16083 -0.00940 1.50229
H 5.97264 -0.20944 2.85542
H 4.51828 0.82447 2.89513
H 5.06624 0.12541 1.35192
C -0.80030 2.55827 -3.42475
Ge 0.36890 3.04775 -1.92854
C -0.63558 4.13442 -0.63529
C 1.86984 4.10177 -2.61465
C 1.11397 1.49184 -0.98047
H -1.01014 3.44564 -4.02364
H -1.75105 2.14708 -3.08281
H -0.32078 1.82232 -4.07205
H -0.93126 5.08685 -1.07700
H -0.01545 4.35514 0.23701
H -1.54111 3.61919 -0.30698
H 1.52218 4.94500 -3.21252
H 2.51537 3.48314 -3.24033
H 2.46977 4.48940 -1.78979
H 0.43655 1.14824 -0.19761
```

Relative energy (zero: lowest compared OMol25 entry of this formula, charge and spin): 28.3 kcal per mole
Net charge: 0
HOMO energy (alpha / beta): -5.4 / -5.3 eV
2S+1: 1
Orbital gap (alpha / beta): 5.37 / 5.32 eV
LUMO (alpha / beta): 0.0056 / 0.0067 eV
Calculated total energy: -149757.927 eV

Atomic partial charges in e from the Löwdin method, atoms 1 to 5: Ta 0.607; C -0.126; N -0.264; C -0.165; C -0.182


- Number 3 is which compound?
  C6H10O3


- Which value of net charge does entry 4 give?
  +1


- What is the formula in the fourth record?
  C7H18N2P


- net charge of number 1 (C24H36O2)?
  0